No. 1
Computed, not measured: a molecular structure, C19H14N7O6Rh, with wB97M-V/def2-TZVPD.

Geometry (Å):
Rh -0.64 -0.13 -0.09
C 0.04 0.75 3.60
C -0.48 1.67 2.56
N -0.70 1.39 1.28
C -1.16 2.53 0.67
C -1.23 3.53 1.59
N -0.80 2.97 2.76
C -1.62 4.96 1.56
O -2.02 5.44 0.40
O -1.56 5.61 2.57
C -1.50 2.47 -0.77
O -1.89 3.48 -1.36
O -1.35 1.31 -1.30
H 0.45 -0.14 3.13
H -0.75 0.45 4.28
H 0.83 1.22 4.18
H -0.74 3.49 3.63
H -2.00 4.74 -0.32
O -0.88 -1.50 -1.47
C -0.20 -1.59 -2.59
C -0.72 -2.39 -3.62
C -0.07 -2.53 -4.82
C 1.13 -1.87 -5.06
C 1.67 -1.09 -4.07
C 1.04 -0.94 -2.82
C 1.68 -0.17 -1.78
N 1.17 0.25 -0.63
C 2.14 0.92 0.08
C 3.27 0.92 -0.65
N 2.97 0.23 -1.81
H -1.67 -2.89 -3.43
H -0.51 -3.16 -5.59
H 1.63 -1.96 -6.02
H 2.59 -0.56 -4.27
H 1.95 1.33 1.06
H 4.24 1.33 -0.46
H 3.62 0.02 -2.55
N -1.84 -2.69 0.91
C -0.69 -2.44 1.61
O 0.09 -1.52 1.18
C -0.41 -3.12 2.80
C -1.24 -4.18 3.21
N -1.98 -5.03 3.48
C 0.71 -2.71 3.57
N 1.59 -2.35 4.22
H -1.75 -2.61 -0.09
H -2.41 -3.45 1.24

Computed properties:
Strongest force on any atom ... 0.19 eV Å⁻¹
Molecular weight ... 539.270 g/mol
2S+1 ... 1
Orbital gap ... 6.9 eV
Relative energy (zero: lowest compared OMol25 entry of this formula, charge and spin) ... 0.0000 eV
Total energy ... -1677.85403 a.u.

---

No. 2
Computed, not measured: a molecular structure, C19H15BClF4IN2O2PdTe, with wB97M-V/def2-TZVPD.

Geometry (Å):
Pd -0.65 -1.25 -1.37
Cl 2.68 4.74 -2.79
C 2.32 3.09 -2.42
C 3.33 2.23 -2.15
C 3.06 0.87 -1.87
I 4.65 -0.38 -1.44
C 1.78 0.40 -1.90
O 1.43 -0.90 -1.76
C 0.72 1.30 -2.10
N -0.55 0.81 -1.97
C -1.56 1.63 -2.15
C -1.40 2.98 -2.52
C -0.14 3.49 -2.64
C 0.97 2.65 -2.40
H 4.36 2.58 -2.16
H -2.55 1.24 -2.02
H -2.27 3.58 -2.69
H 0.02 4.52 -2.91
O -4.40 -0.49 -2.10
C -3.41 -0.73 -1.51
N -2.46 -0.95 -0.80
C -1.35 0.26 5.30
C -0.72 -0.25 4.04
C -1.24 -1.34 3.37
C -0.67 -1.86 2.22
C -1.33 -3.05 1.58
C 0.50 -1.24 1.74
Te 1.49 -2.03 0.12
C 1.05 -0.10 2.39
C 2.28 0.61 1.88
C 0.43 0.37 3.53
H -2.27 -0.27 5.54
H -1.58 1.33 5.22
H -0.66 0.15 6.15
H -2.14 -1.82 3.76
H -2.02 -3.51 2.29
H -0.62 -3.81 1.25
H -1.91 -2.75 0.70
H 2.20 0.87 0.83
H 3.17 -0.02 1.99
H 2.44 1.53 2.44
H 0.84 1.23 4.04
F 0.47 -3.35 -2.70
B -0.76 -3.17 -3.39
F -0.81 -1.84 -3.90
F -0.94 -4.12 -4.36
F -1.79 -3.22 -2.38

Computed properties:
Strongest force on any atom ... 2.56 eV Å⁻¹
Molecular weight ... 786.522 g/mol
2S+1 ... 1
Orbital gap (spin up / spin down) ... 6.3 / 6.3 eV
Total energy ... -2571.29644 a.u.

---

No. 3
Computed, not measured: a molecular structure, C19H15BrCl2N4O3Os, with wB97M-V/def2-TZVPD.

Geometry (Å):
Os 0.44 0.21 -0.81
O 4.35 0.64 -1.25
C 3.18 0.87 -1.16
N 2.23 -0.16 -0.85
C 2.71 -1.48 -0.44
C 1.53 -2.41 -0.29
C 1.69 -3.76 -0.04
C 0.56 -4.56 0.04
C -0.69 -4.00 -0.15
C -0.79 -2.64 -0.39
N 0.30 -1.86 -0.44
C 2.50 2.19 -1.32
C 3.21 3.35 -1.55
C 2.50 4.55 -1.62
C 1.13 4.52 -1.44
C 0.49 3.31 -1.21
N 1.16 2.16 -1.16
H 3.26 -1.38 0.49
H 3.40 -1.85 -1.20
H 2.68 -4.17 0.08
H 0.66 -5.62 0.23
H -1.59 -4.60 -0.11
H -1.74 -2.16 -0.53
H 4.28 3.31 -1.66
H 3.02 5.48 -1.80
H 0.54 5.43 -1.47
H -0.58 3.26 -1.05
Cl -0.57 0.00 -2.96
C -2.13 1.08 -2.98
Cl -3.49 0.08 -3.30
H -1.93 1.78 -3.78
H -2.16 1.50 -1.98
Br -5.49 -1.44 3.56
C -3.73 -0.81 3.44
C -2.96 -0.66 4.60
N -1.71 -0.22 4.59
C -1.16 0.11 3.43
C -1.85 0.00 2.22
C -3.17 -0.47 2.22
C -1.20 0.35 0.97
O -1.64 0.21 -0.20
O 0.00 0.87 0.94
H -3.38 -0.92 5.56
H -0.14 0.48 3.46
H -3.73 -0.56 1.30

Computed properties:
Strongest force on any atom ... 1.48 eV Å⁻¹
Charge ... +2
Molecular weight ... 688.394 g/mol
2S+1 ... 1
Orbital gap ... 6.1 eV
Relative energy (zero: lowest compared OMol25 entry of this formula, charge and spin) ... 0.0000 eV
Total energy ... -4762.31931 a.u.

---

No. 4
Computed, not measured: a molecular structure, C19H15ClN4O4SbSe4Y, with wB97M-V/def2-TZVPD.

Geometry (Å):
Y -0.27 0.16 -1.35
C 0.99 2.46 -1.49
C -0.35 2.76 -1.16
C -1.16 2.43 -2.27
C -0.31 1.93 -3.28
C 1.02 1.94 -2.80
H 1.84 2.64 -0.86
H -0.69 3.19 -0.23
H -2.23 2.55 -2.34
H -0.63 1.58 -4.26
H 1.90 1.64 -3.34
O -4.84 -2.93 1.30
C -4.06 -2.49 2.26
O -4.20 -2.82 3.41
C -2.96 -1.54 1.87
C -2.10 -0.93 2.77
Cl -2.03 -1.00 4.46
N -1.22 -0.18 2.08
N -1.50 -0.23 0.76
C -2.54 -1.05 0.62
C -3.02 -1.30 -0.79
O -4.01 -2.00 -0.97
O -2.31 -0.76 -1.69
C -0.21 0.69 2.61
C 0.91 0.15 3.22
C 1.86 1.02 3.75
C 1.67 2.39 3.65
C 0.54 2.91 3.03
C -0.42 2.05 2.51
H -4.59 -2.59 0.39
H 1.03 -0.92 3.26
H 2.74 0.62 4.23
H 2.41 3.07 4.07
H 0.40 3.98 2.96
H -1.31 2.44 2.05
Se 5.31 0.76 -1.76
Sb 3.91 0.33 0.15
Se 5.37 -0.91 1.75
Se 3.67 2.65 1.00
Se 1.94 -1.10 -0.04
N 1.94 -2.83 -3.57
C 0.86 -3.60 -3.21
C -0.13 -2.72 -2.89
N 0.34 -1.43 -3.06
C 1.59 -1.54 -3.46
H 2.85 -3.17 -3.83
H 0.88 -4.68 -3.22
H -1.14 -2.92 -2.59
H 2.27 -0.73 -3.65

Computed properties:
Strongest force on any atom ... 0.45 eV Å⁻¹
Molecular weight ... 925.312 g/mol
2S+1 ... 1
Orbital gap (spin up / spin down) ... 5.8 / 5.8 eV
Relative energy (zero: lowest compared OMol25 entry of this formula, charge and spin) ... 2.1861 eV
Total energy ... -11597.71876 a.u.

---

No. 5
Computed, not measured: a molecular structure, C19H15CoN3O9S, with wB97M-V/def2-TZVPD.

Geometry (Å):
Co 0.59 0.45 1.36
O 0.46 -1.13 5.10
C 0.42 -0.77 3.92
O 1.17 0.04 3.27
C -0.70 -1.38 3.12
C -1.67 -2.16 3.71
C -2.60 -2.73 2.90
C -2.57 -2.58 1.54
C -1.59 -1.82 1.01
N -0.69 -1.19 1.81
C -1.38 -1.65 -0.47
O -2.10 -2.27 -1.24
O -0.37 -0.93 -0.77
H -1.70 -2.30 4.78
H -3.38 -3.35 3.28
H -3.29 -3.01 0.86
O -2.54 3.28 1.48
C -1.54 2.68 1.03
O -1.06 1.64 1.59
C -0.97 3.21 -0.26
C -1.02 2.25 -1.46
C -1.16 3.10 -2.77
C 0.26 3.70 -2.87
C 0.97 3.03 -1.69
O 0.30 1.76 -1.58
C 0.52 3.71 -0.38
C 1.51 3.38 0.74
O 2.10 4.30 1.26
O 1.69 2.13 0.98
H -1.63 4.07 -0.43
H -1.74 1.43 -1.37
H -1.35 2.39 -3.58
H -1.97 3.86 -2.74
H 0.71 3.42 -3.79
H 0.31 4.78 -2.81
H 2.03 2.86 -1.76
H 0.57 4.80 -0.44
S 3.01 -1.44 0.85
C 2.67 -2.63 -0.20
N 1.47 -2.66 -0.84
C 1.07 -3.59 -1.76
C 1.93 -4.59 -2.09
C 3.19 -4.55 -1.46
N 3.57 -3.66 -0.55
H 0.78 -1.83 -0.69
H 0.05 -3.44 -2.14
H 1.70 -5.35 -2.80
H 3.98 -5.24 -1.66

Computed properties:
Strongest force on any atom ... 2.11 eV Å⁻¹
Charge ... -2
Molecular weight ... 520.341 g/mol
⟨S²⟩ ... 3.76
2S+1 ... 4
Orbital gap (spin up / spin down) ... 7.3 / 7.5 eV
Relative energy (zero: lowest compared OMol25 entry of this formula, charge and spin) ... 0.0000 eV
Total energy ... -3355.63508 a.u.

---

No. 6
Computed, not measured: a molecular structure, C19H15F3INO5SW, with wB97M-V/def2-TZVPD.

Geometry (Å):
W 10.21 7.61 7.45
C 11.12 5.35 6.67
C 12.17 5.96 7.37
C 12.58 7.25 6.94
C 12.02 7.88 5.75
C 10.99 7.23 5.06
C 10.51 6.00 5.59
H 10.77 4.37 6.88
H 12.68 5.43 8.18
H 13.46 7.72 7.40
H 12.52 8.77 5.40
H 10.52 7.57 4.13
H 9.69 5.46 5.10
F 8.65 4.16 8.37
C 8.17 4.76 9.43
F 8.50 4.13 10.52
F 6.86 4.80 9.32
S 8.76 6.57 9.54
O 8.30 7.08 10.78
O 8.27 7.15 8.24
O 10.25 6.63 9.31
I 4.28 13.00 3.66
C 6.02 12.06 4.38
C 5.90 10.79 4.90
C 6.99 10.15 5.43
C 8.23 10.83 5.48
C 8.28 12.18 5.16
C 7.19 12.76 4.57
C 9.41 10.15 5.98
O 10.56 10.53 6.02
O 9.22 8.82 6.39
H 4.96 10.30 4.75
H 6.86 9.12 5.75
H 9.18 12.75 5.32
H 7.20 13.84 4.28
C 11.15 11.88 9.75
C 12.15 10.96 9.49
C 11.74 9.72 9.03
N 10.49 9.39 8.73
C 9.49 10.28 9.01
C 9.81 11.52 9.60
H 11.29 12.92 10.04
H 13.19 11.20 9.58
H 12.46 8.95 8.86
H 8.46 9.96 8.79
H 9.00 12.28 9.73

Computed properties:
Strongest force on any atom ... 2.32 eV Å⁻¹
Charge ... +2
Molecular weight ... 737.136 g/mol
⟨S²⟩ ... 2.01
2S+1 ... 3
Orbital gap (spin up / spin down) ... 5.5 / 4.7 eV
Relative energy (zero: lowest compared OMol25 entry of this formula, charge and spin) ... 0.0000 eV
Total energy ... -2225.97103 a.u.

---

No. 7
Computed, not measured: a single C19H15N3O3 molecule, with wB97M-V/def2-TZVPD.

Geometry (Å):
C 3.31 -0.73 -0.68
C 2.19 -1.64 -0.27
C 0.97 -1.62 -0.97
C -0.05 -2.45 -0.59
C -1.35 -2.44 -1.32
O -1.92 -3.42 -1.74
N -1.89 -1.19 -1.52
N -1.35 -0.07 -1.04
C -1.91 1.06 -1.25
C -1.32 2.28 -0.76
C -0.14 2.24 -0.01
C 0.46 3.40 0.48
C -0.16 4.59 0.19
C -1.34 4.64 -0.56
C -1.94 3.51 -1.04
O -1.74 5.95 -0.70
C -0.78 6.72 -0.01
O 0.20 5.86 0.54
C 0.15 -3.33 0.51
C -0.81 -4.23 0.99
C -0.53 -5.05 2.05
C 0.72 -4.99 2.69
C 1.68 -4.12 2.25
C 1.42 -3.27 1.15
N 2.40 -2.43 0.76
H 3.65 -0.99 -1.68
H 2.96 0.30 -0.69
H 4.13 -0.83 0.02
H 0.86 -0.95 -1.81
H -2.78 -1.16 -2.03
H -2.83 1.14 -1.83
H 0.30 1.28 0.20
H 1.36 3.37 1.06
H -2.85 3.56 -1.62
H -1.27 7.28 0.80
H -0.30 7.42 -0.71
H -1.77 -4.29 0.49
H -1.27 -5.74 2.41
H 0.92 -5.64 3.53
H 2.65 -4.05 2.72

Computed properties:
Strongest force on any atom ... 1.28 eV Å⁻¹
Molecular weight ... 333.347 g/mol
SMILES ... Cc1cc(C(=O)N/N=C/c2ccc3c(c2)OCO3)c2ccccc2n1
2S+1 ... 1
Orbital gap ... 8.2 eV
Relative energy (zero: lowest compared OMol25 entry of this formula, charge and spin) ... 1.1307 eV
Total energy ... -1123.00175 a.u.

---

No. 8
Computed, not measured: a single C19H15N3O6 molecule, with wB97M-V/def2-TZVPD.

Geometry (Å):
C -3.66 -4.67 -6.17
C -3.31 -5.06 -4.75
O -2.73 -3.92 -4.11
C -2.33 -4.08 -2.85
O -2.43 -5.14 -2.24
C -1.74 -2.87 -2.28
C -1.61 -1.77 -3.14
N -1.50 -0.91 -3.90
C -1.28 -2.89 -0.98
O -1.33 -3.98 -0.24
C -0.69 -1.73 -0.31
C 0.28 -1.95 0.67
C 0.87 -0.89 1.33
C 0.49 0.42 1.03
N 1.12 1.45 1.72
C 0.85 2.79 1.70
O -0.03 3.31 1.06
C 1.77 3.60 2.58
C 3.12 3.30 2.73
C 3.92 4.09 3.52
C 3.36 5.19 4.17
N 4.20 6.02 5.01
O 5.36 5.70 5.12
O 3.68 6.97 5.55
C 2.02 5.52 4.01
C 1.23 4.72 3.20
C -0.50 0.65 0.07
C -1.07 -0.42 -0.59
H -4.37 -3.84 -6.17
H -4.11 -5.52 -6.68
H -2.77 -4.36 -6.70
H -2.59 -5.89 -4.72
H -4.20 -5.37 -4.18
H -1.75 -4.71 -0.78
H 0.58 -2.96 0.90
H 1.63 -1.07 2.07
H 1.84 1.14 2.37
H 3.56 2.46 2.21
H 4.97 3.89 3.66
H 1.62 6.39 4.51
H 0.19 4.95 3.04
H -0.81 1.66 -0.15
H -1.85 -0.22 -1.32

Computed properties:
Strongest force on any atom ... 1.32 eV Å⁻¹
Molecular weight ... 381.344 g/mol
SMILES ... CCOC(=O)/C(C#N)=C(\O)c1ccc(NC(=O)c2ccc([N+](=O)[O-])cc2)cc1
2S+1 ... 1
Orbital gap ... 7.8 eV
Relative energy (zero: lowest compared OMol25 entry of this formula, charge and spin) ... 0.0000 eV
Total energy ... -1348.69489 a.u.

---

No. 9
Computed, not measured: a molecular structure, C19H16AuN3, with wB97M-V/def2-TZVPD.

Geometry (Å):
Au 1.45 0.13 -0.79
N -0.10 0.85 2.11
C -1.13 1.18 1.22
C -2.38 0.57 1.37
C -3.41 0.85 0.49
C -3.22 1.74 -0.55
C -1.98 2.35 -0.70
C -0.92 2.09 0.17
C 0.38 2.80 0.00
C 0.41 4.17 0.24
C 1.58 4.90 0.07
C 2.73 4.24 -0.33
C 2.70 2.87 -0.57
C 1.53 2.12 -0.42
H -0.39 0.75 3.07
H 0.72 1.42 2.02
H -2.53 -0.13 2.18
H -4.37 0.36 0.62
H -4.02 1.96 -1.25
H -1.81 3.05 -1.51
H -0.50 4.67 0.56
H 1.59 5.96 0.27
H 3.65 4.79 -0.46
H 3.61 2.38 -0.89
N 1.65 -3.94 -2.03
C 1.97 -2.63 -2.10
N 1.37 -1.93 -1.17
C 0.60 -2.83 -0.44
C -0.23 -2.61 0.65
C -0.88 -3.71 1.18
C -0.71 -4.99 0.63
C 0.11 -5.22 -0.46
C 0.76 -4.11 -0.98
H 1.98 -4.66 -2.65
H 2.64 -2.23 -2.83
H -0.34 -1.61 1.07
H -1.54 -3.58 2.03
H -1.24 -5.82 1.07
H 0.24 -6.21 -0.87

Computed properties:
Strongest force on any atom ... 0.25 eV Å⁻¹
Molecular weight ... 483.325 g/mol
2S+1 ... 1
Orbital gap ... 8.1 eV
Relative energy (zero: lowest compared OMol25 entry of this formula, charge and spin) ... 0.0000 eV
Total energy ... -1033.62230 a.u.

---

No. 10
Computed, not measured: a molecular structure, C19H16AuN3, with wB97M-V/def2-TZVPD.

Geometry (Å):
Au -0.72 -0.35 1.53
N 1.70 1.89 1.14
C 2.53 0.81 1.42
C 3.52 0.44 0.51
C 4.35 -0.64 0.76
C 4.22 -1.36 1.94
C 3.24 -0.99 2.85
C 2.38 0.07 2.60
C 1.34 0.44 3.60
C 1.75 0.91 4.85
C 0.83 1.25 5.83
C -0.53 1.12 5.56
C -0.94 0.64 4.32
C -0.03 0.29 3.32
H 2.08 2.56 0.49
H 1.28 2.33 1.95
H 3.63 1.00 -0.41
H 5.11 -0.91 0.04
H 4.88 -2.19 2.15
H 3.12 -1.55 3.77
H 2.81 1.02 5.05
H 1.16 1.62 6.79
H -1.26 1.38 6.31
H -2.01 0.52 4.14
N -4.13 -1.03 -0.88
C -2.87 -1.42 -0.58
N -2.09 -0.43 -0.26
C -2.89 0.71 -0.34
C -2.57 2.05 -0.09
C -3.58 2.97 -0.24
C -4.88 2.60 -0.63
C -5.20 1.28 -0.88
C -4.18 0.35 -0.73
H -4.89 -1.63 -1.14
H -2.58 -2.46 -0.61
H -1.57 2.32 0.22
H -3.38 4.02 -0.05
H -5.64 3.36 -0.73
H -6.20 0.99 -1.18

Computed properties:
Strongest force on any atom ... 0.84 eV Å⁻¹
Molecular weight ... 483.325 g/mol
2S+1 ... 1
Orbital gap ... 7.9 eV
Relative energy (zero: lowest compared OMol25 entry of this formula, charge and spin) ... 0.5031 eV
Total energy ... -1033.60381 a.u.

---

No. 11
Computed, not measured: a molecular structure, C19H16Cl3N2O8PdS, with wB97M-V/def2-TZVPD.

Geometry (Å):
Pd -1.54 0.42 -0.13
C -3.77 -0.12 -3.89
C -3.43 -0.22 -2.43
C -4.58 0.21 -1.53
O -2.27 0.63 -2.16
C -2.92 -1.64 -2.01
O -3.04 -2.56 -2.82
O -2.41 -1.67 -0.85
H -4.16 0.88 -4.13
H -4.53 -0.87 -4.14
H -2.90 -0.33 -4.50
H -4.87 1.25 -1.75
H -4.30 0.14 -0.48
H -5.44 -0.43 -1.72
H -2.52 1.56 -2.24
Cl -2.77 5.36 -1.23
C -2.40 4.68 0.40
C -1.65 3.34 0.24
O -0.43 3.34 0.34
O -2.44 2.36 0.00
H -3.35 4.54 0.90
H -1.77 5.40 0.91
O 3.88 0.74 -1.50
S 3.03 -0.36 -1.81
O 3.14 -1.06 -3.05
N 1.49 0.18 -1.70
C 0.50 0.01 -1.05
O 0.03 -2.36 1.01
C 2.63 -2.08 0.52
C 3.00 -3.12 1.35
C 4.23 -3.71 1.12
C 5.03 -3.25 0.08
C 4.62 -2.23 -0.75
C 3.39 -1.61 -0.55
H 2.32 -3.44 2.13
H 4.56 -4.53 1.74
H 6.00 -3.71 -0.08
H 5.25 -1.90 -1.57
Cl -1.33 1.61 4.46
C 0.11 1.00 3.72
C 1.30 1.19 4.32
C 2.53 0.73 3.74
C 2.50 0.00 2.61
C 1.23 -0.24 1.99
Cl 1.06 -1.34 0.75
C -0.05 0.41 2.36
N -1.15 0.52 1.75
H 1.33 1.74 5.25
H 3.47 0.95 4.23
H 3.40 -0.40 2.17

Computed properties:
Strongest force on any atom ... 1.65 eV Å⁻¹
Charge ... -1
Molecular weight ... 645.189 g/mol
2S+1 ... 1
Orbital gap ... 5.8 eV
Total energy ... -3351.39087 a.u.